C3H10NO | the ωB97M-V functional and the def2-TZVPD basis

Output
orbital gap = 5.84 eV
total charge = +1

Each line ends with the Mulliken charge.
Atoms and positions in Å:
O -1.675 -1.622 0.299  -0.40
C -1.106 -1.337 1.610  -0.37
C 0.228 -0.548 1.472  -0.02
N 0.577 -0.429 0.134  -0.26
C 0.716 1.944 -2.309  -0.48
H -0.989 -1.205 -0.270  0.38
H -1.913 -0.735 2.052  0.27
H -1.055 -2.179 2.329  0.34
H 0.978 -0.993 2.144  0.36
H -0.020 0.488 1.885  0.30
H 1.283 -1.147 -0.101  0.31
H 0.518 1.121 -1.612  -0.22
H 0.464 1.593 -3.300  0.27
H 1.783 2.167 -2.226  0.28
H 0.211 2.882 -2.108  0.26


C3H10NO | the ωB97M-V functional and the def2-TZVPD basis

Output
orbital gap = 11.43 eV
total charge = +1

Each line ends with the Mulliken charge.
Atoms and positions in Å:
C 2.434 0.259 -1.199  -0.57
O 1.554 0.644 -0.131  -0.63
H 2.562 1.149 -1.829  0.27
H 1.897 -0.398 -1.879  0.27
H 3.357 -0.161 -0.815  0.27
H 1.971 1.296 0.419  0.29
C -1.509 -0.848 0.534  0.01
C -2.484 -0.602 -0.325  -0.68
N -0.832 0.251 1.281  -0.22
H -1.009 -1.796 0.662  0.37
H -2.779 -1.425 -0.962  0.25
H -3.134 0.264 -0.314  0.26
H -0.803 -0.039 2.266  0.41
H -1.383 1.106 1.317  0.35
H 0.158 0.301 0.972  0.34


C3H10NO2 | the ωB97M-V functional and the def2-TZVPD basis

Output
orbital gap = 7.47 eV
total charge = -1

Each line ends with the Mulliken charge.
Atoms and positions in Å:
C 1.819 -0.222 -0.273  -0.57
C 0.816 0.703 0.393  -0.48
C -0.606 0.487 -0.220  -0.71
O -0.957 -0.802 -0.362  -0.90
N 1.978 0.045 -1.721  -0.74
H 2.821 -0.161 0.155  0.32
H 1.412 -1.221 -0.120  0.23
H 1.115 1.753 0.308  0.30
H 0.763 0.427 1.457  0.27
H -1.253 1.107 0.447  0.36
H -0.625 1.013 -1.211  0.26
H 1.537 -0.752 -2.168  0.33
H 1.362 0.820 -1.939  0.28
H -2.728 -0.224 1.030  0.37
H -1.711 -0.384 1.998  0.37
O -2.668 -0.222 2.004  -0.70


C3H10NO2 | the ωB97M-V functional and the def2-TZVPD basis

Output
orbital gap = 7.78 eV
total charge = -1

Each line ends with the Mulliken charge.
Atoms and positions in Å:
C 0.628 -0.536 -0.758  -0.16
N -0.545 0.310 -0.918  -0.59
C -0.338 1.741 -0.415  -0.57
O 0.588 1.906 0.542  -0.84
C 0.205 -1.983 -0.425  -1.23
H 1.124 -0.535 -1.734  0.35
H 1.288 -0.194 0.036  0.30
H -1.260 -0.038 -0.281  0.29
H -1.375 2.027 -0.084  0.28
H -0.155 2.322 -1.344  0.29
H -0.506 -2.295 -1.200  0.30
H -0.284 -1.957 0.548  0.32
H 1.103 -2.587 -0.475  0.36
H -0.878 0.443 2.359  0.25
H 0.329 1.083 1.736  0.39
O 0.075 0.296 2.413  -0.75


C3H10NO2 | the ωB97M-V functional and the def2-TZVPD basis

Output
orbital gap (spin up / spin down) = 10.53 / 6.87 eV
<S²> = 0.755
2S+1 = 2

Each line ends with the Mulliken charge.
Atoms and positions in Å:
C 0.027 -0.452 2.439  -0.59
O 0.067 0.777 1.753  -0.52
H 0.601 -1.215 1.879  0.22
H 0.434 -0.322 3.440  0.27
H -0.995 -0.829 2.509  0.28
H -0.609 0.761 1.001  0.46
C 1.066 0.824 -1.489  -0.66
N 0.043 -0.117 -2.013  -0.42
C -0.820 -0.639 -0.918  -0.31
O -1.396 0.289 -0.098  -0.45
H 0.641 1.803 -1.241  0.26
H 1.817 0.987 -2.259  0.28
H 1.436 0.375 -0.574  0.27
H -0.559 0.359 -2.675  0.25
H -0.165 -1.334 -0.363  0.27
H -1.588 -1.267 -1.392  0.38


C3H10NO2 | the ωB97M-V functional and the def2-TZVPD basis

Output
orbital gap (spin up / spin down) = 9.69 / 9.09 eV
total charge = +1

Each line ends with the Mulliken charge.
Atoms and positions in Å:
C -0.068 1.316 -0.230  -0.87
C -1.013 -0.794 -0.753  -0.82
C 0.461 -0.571 1.092  -0.36
N -0.582 0.079 0.402  -0.10
O 2.900 0.213 -0.236  -0.28
O 1.882 -0.638 -0.403  -0.25
H 0.074 2.123 0.451  0.44
H 0.870 1.169 -0.727  0.36
H -0.583 1.637 -1.135  0.36
H -1.074 -1.745 -0.404  0.36
H -1.856 -0.378 -1.203  0.37
H -0.089 -0.636 -1.429  0.38
H 0.523 -1.630 1.265  0.27
H 0.834 -0.049 1.837  0.39
H -1.439 0.335 0.952  0.38
H 3.621 -0.316 0.379  0.37